# 1
Formula: C13H20N2O7Se2Zn
Source: the Open Molecules 2025 dataset
Level of theory: ωB97M-V with the def2-TZVPD basis set

LUMO	0.126	eV
energy relative to the best compared isomer or geometry (same formula, charge and spin)	3.2	kcal per mole
total charge	0
HOMO-LUMO gap	0.339	hartree

Geometry as XYZ:
```
45
Properties=species:S:1:pos:R:3:forces:R:3
Zn 0.3782 -0.4893 0.2375 -0.39 0.15 0.30
C -1.0560 2.6663 2.3748 0.00 0.01 0.03
C 0.2813 1.9478 2.3103 0.18 -0.07 -0.05
C 1.3871 2.7073 3.0121 -0.05 0.05 0.02
O 0.6361 1.7498 0.9151 0.02 -0.13 -0.08
C 0.1715 0.4837 2.8090 -0.08 0.17 -0.10
O 0.8025 0.1100 3.7828 -0.05 0.02 0.20
O -0.5758 -0.2511 2.0536 0.22 -0.33 -0.40
H -0.9946 3.6101 1.8294 0.00 0.01 -0.01
H -1.3297 2.8921 3.4049 0.00 -0.04 0.06
H -1.8359 2.0505 1.9301 0.01 0.00 -0.03
H 1.4575 3.7250 2.6190 0.00 0.02 -0.03
H 2.3432 2.2039 2.8821 0.01 -0.04 0.00
H 1.1832 2.7703 4.0788 -0.01 -0.03 0.02
H 1.0434 2.5451 0.5559 0.04 -0.02 0.00
C -0.3717 -2.6557 -2.7749 0.00 -0.11 -0.13
Se 0.1696 -3.0721 -0.9624 -0.12 0.00 0.04
C 2.1003 -2.9760 -1.2084 0.08 0.12 0.08
C 2.7657 -3.1680 0.1470 -0.19 -0.25 -0.07
Se 2.2869 -1.8069 1.4616 0.22 0.43 0.10
C 1.1426 -2.8607 2.6199 -0.01 -0.18 -0.11
H 0.1019 -1.7427 -3.1203 0.04 0.07 0.06
H -1.4533 -2.5410 -2.7724 0.02 0.03 0.02
H -0.1014 -3.4823 -3.4276 -0.02 0.00 0.02
H 2.3119 -1.9927 -1.6321 0.05 -0.03 0.03
H 2.4292 -3.7443 -1.9092 -0.10 -0.04 0.06
H 3.8497 -3.1832 0.0532 0.00 0.14 -0.01
H 2.4645 -4.1119 0.6073 0.05 0.00 -0.11
H 1.7319 -3.6917 3.0062 -0.07 0.06 0.00
H 0.2734 -3.2107 2.0667 0.04 -0.01 0.05
H 0.8325 -2.1826 3.4091 0.02 0.03 0.03
O -1.4961 2.5823 -4.3109 -0.09 -0.04 0.12
C -2.5040 2.3960 -3.4733 0.15 0.03 -0.15
O -3.5817 2.9126 -3.6266 -0.08 0.02 0.01
C -2.2630 1.4995 -2.3071 -0.24 0.04 0.16
C -3.2445 1.2147 -1.3748 0.10 -0.04 -0.04
N -2.7010 0.3926 -0.4633 0.08 -0.07 -0.06
N -1.4280 0.1205 -0.7508 0.10 0.03 0.17
C -1.1342 0.7945 -1.8465 0.00 -0.02 -0.05
C 0.2946 0.7404 -2.3163 0.00 -0.01 0.07
O 0.5747 1.2598 -3.3957 0.05 0.02 -0.11
O 1.1076 0.1501 -1.5328 0.03 -0.09 0.04
H -0.6810 2.0813 -4.0210 0.04 0.01 -0.04
H -4.2663 1.5425 -1.3213 -0.06 0.06 -0.03
H -3.1026 0.0142 0.3814 0.03 0.03 -0.07
```
Forces are in eV/Å.

# 2
Formula: C3H2O5
Source: the Open Molecules 2025 dataset
Level of theory: ωB97M-V with the def2-TZVPD basis set

LUMO	0.078	eV
energy relative to the best compared isomer or geometry (same formula, charge and spin)	129.5	kcal per mole
total charge	0
HOMO-LUMO gap	0.356	hartree

Geometry as XYZ:
```
10
Properties=species:S:1:pos:R:3:forces:R:3
C -1.6013 1.5707 -0.6483 -0.94 0.91 -1.89
C 0.9454 -0.8839 0.5004 -1.05 -3.18 0.37
C -0.5856 -1.2943 0.4186 0.56 0.49 0.71
O -0.7364 1.8369 0.0607 0.98 -0.30 1.34
O -2.4209 1.4798 -1.4621 -0.03 -0.60 0.55
O 0.8049 -0.7671 -1.0347 2.15 0.51 0.52
O -0.5205 -1.2298 -0.8536 -1.00 -0.50 -0.03
O 1.4813 0.0916 1.1890 -0.02 3.09 -0.46
H 1.5457 -1.7501 0.9401 -0.86 0.14 -1.66
H 1.0875 0.9463 0.8897 0.23 -0.56 0.55
```
Forces are in eV/Å.

# 3
Formula: C21H30N3O2
Source: the Open Molecules 2025 dataset
Level of theory: ωB97M-V with the def2-TZVPD basis set

SMILES	CC(C)c1ccc(OC[C@H](O)CN2CCN(c3cccc[nH+]3)CC2)cc1
LUMO	-3.099	eV
energy relative to the best compared isomer or geometry (same formula, charge and spin)	0.0	kcal per mole
total charge	+1
HOMO-LUMO gap	0.291	hartree

Geometry as XYZ:
```
56
Properties=species:S:1:pos:R:3:forces:R:3
C -5.3927 -1.1652 0.5390 0.18 -0.04 -0.23
H -6.1326 -1.8987 0.2288 -0.09 -0.05 0.03
H -4.7280 -1.6362 1.2607 0.01 -0.06 0.13
H -5.9193 -0.3531 1.0327 -0.07 0.08 0.11
C -4.6277 -0.6596 -0.6830 -0.21 0.13 0.03
C -3.4314 0.1959 -0.3447 0.07 -0.14 -0.15
C -3.3858 1.0125 0.7804 0.05 -0.05 -0.10
C -2.3023 1.8309 1.0209 0.23 0.13 -0.03
C -1.2322 1.8770 0.1289 -0.05 -0.09 0.19
C -1.2631 1.0652 -0.9970 0.29 0.19 -0.05
C -2.3530 0.2390 -1.2176 -0.18 0.08 0.13
H -2.3654 -0.3750 -2.1072 -0.02 -0.09 -0.11
H -0.4703 1.0832 -1.7299 0.10 0.02 -0.04
O -0.2307 2.7522 0.4641 -0.34 0.11 0.03
C 0.9424 2.8086 -0.3085 0.27 -0.38 -0.01
C 1.8389 1.5939 -0.0218 0.03 0.37 -0.62
O 1.9293 1.3899 1.3815 0.16 0.07 0.33
H 1.9164 2.2510 1.8173 -0.04 -0.08 0.09
C 3.2328 1.7378 -0.6743 -0.47 -0.10 0.13
N 3.9902 0.5250 -0.8574 -0.08 0.00 0.08
H 1.2429 -0.3576 1.8593 -0.10 -0.06 -0.10
C 3.5246 -0.4251 -1.8476 0.21 -0.14 -0.17
H 2.6565 -0.0144 -2.3668 -0.02 -0.04 -0.02
H 4.3152 -0.5872 -2.5908 -0.16 -0.08 -0.10
C 3.1656 -1.7968 -1.2254 0.04 0.20 -0.46
N 2.5633 -1.5762 0.0735 -0.08 0.17 0.09
C 1.2560 -1.7065 0.3206 -0.44 -0.29 0.02
N 0.6982 -1.0855 1.3943 0.55 -0.01 -0.25
C -0.6021 -1.2055 1.7381 -0.61 -0.30 -0.08
C -1.4475 -1.9880 1.0135 0.20 0.03 0.10
C -0.9339 -2.6344 -0.1243 0.22 0.24 0.27
C 0.3813 -2.4958 -0.4701 0.02 0.05 -0.04
H 0.7588 -3.0186 -1.3314 0.08 -0.03 -0.01
H -1.5817 -3.2540 -0.7236 -0.05 -0.09 -0.09
H -2.4784 -2.0989 1.2958 -0.10 0.06 0.09
H -0.9168 -0.6517 2.6078 0.04 0.08 0.04
C 3.5473 -1.0698 1.0190 0.42 0.10 0.46
H 4.0951 -1.9267 1.4274 -0.03 0.03 0.04
C 4.5450 -0.1190 0.2991 -0.03 -0.08 0.09
H 4.8879 0.6390 1.0022 0.06 -0.07 0.03
H 5.4190 -0.6875 -0.0314 0.01 -0.02 0.16
H 3.0786 -0.5448 1.8462 0.07 -0.09 -0.11
H 4.0694 -2.3937 -1.0838 -0.09 -0.05 -0.02
H 2.5047 -2.3339 -1.8988 0.08 -0.06 0.06
H 3.1093 2.1999 -1.6566 0.00 0.10 0.00
H 3.8372 2.4120 -0.0623 -0.07 0.12 -0.03
H 1.3457 0.7009 -0.4207 0.08 0.13 0.02
H 1.4486 3.7252 0.0113 -0.01 -0.03 -0.09
H 0.7264 2.8872 -1.3794 0.05 0.02 0.05
H -2.2740 2.4741 1.8861 0.00 0.09 0.13
H -4.2073 1.0224 1.4781 -0.12 -0.01 0.11
C -5.5664 0.1487 -1.5864 0.11 -0.25 -0.03
H -5.9207 1.0336 -1.0631 -0.05 0.11 0.06
H -6.4256 -0.4529 -1.8715 -0.14 -0.02 -0.07
H -5.0506 0.4681 -2.4887 0.00 0.07 -0.10
H -4.2716 -1.5268 -1.2523 0.01 0.04 0.03
```
Forces are in eV/Å.

# 4
Formula: C12H13CoN
Source: the Open Molecules 2025 dataset
Level of theory: ωB97M-V with the def2-TZVPD basis set

LUMO (spin up / spin down)	0.097 / -0.317	eV
energy relative to the best compared isomer or geometry (same formula, charge and spin)	0.0	kcal per mole
expectation value of S²	3.767
total charge	0
HOMO-LUMO gap (spin up / spin down)	0.285 / 0.297	hartree
spin multiplicity	4

Geometry as XYZ:
```
27
Properties=species:S:1:pos:R:3:forces:R:3
Co -0.5878 0.0537 -0.3333 -1.03 -0.63 0.14
C -1.8686 -0.9988 -1.4093 -0.50 0.36 -0.26
H -1.6067 -2.0678 -1.3812 -0.12 0.26 -0.01
H -2.9014 -0.8718 -1.0384 0.30 -0.12 -0.27
H -1.8246 -0.6358 -2.4500 -0.17 -0.28 0.10
H -0.4000 1.6860 -0.0339 0.44 0.24 -0.90
H -0.0923 1.6032 -0.8015 -0.19 0.79 0.31
C 2.4437 -2.7488 -1.1741 -0.35 0.13 -0.25
C 2.9754 -2.9750 0.0996 -0.22 0.32 0.07
C 2.4182 -2.3230 1.1985 0.05 -0.10 -0.09
C 1.3342 -1.4611 1.0223 0.53 -0.27 -1.42
N 0.8781 -1.2104 -0.2400 1.50 -1.20 -0.51
C 1.3791 -1.8549 -1.3199 0.59 -0.13 1.56
C 0.6493 -0.7152 2.0625 -0.43 1.09 1.86
C 1.0005 -0.7279 3.4380 -0.08 -0.09 -0.79
C 0.3236 0.0968 4.3401 0.01 -0.13 -0.23
C -0.6982 0.9412 3.8948 -0.36 0.01 -0.72
C -1.0671 0.9431 2.5264 0.76 -0.20 1.41
C -0.3851 0.1332 1.6281 -0.49 0.03 -0.03
H 2.8424 -3.2434 -2.0568 -0.03 0.06 0.24
H 3.8284 -3.6438 0.2326 -0.29 0.21 -0.06
H 2.8227 -2.4338 2.2016 -0.03 -0.20 -0.27
H 0.9106 -1.6274 -2.2729 0.13 -0.04 0.12
H 1.8137 -1.3734 3.7736 -0.24 0.18 0.14
H 0.5866 0.0756 5.3978 -0.01 0.03 -0.28
H -1.2129 1.5981 4.6009 0.17 -0.24 -0.16
H -1.8591 1.5945 2.1586 0.08 -0.05 0.26
```
Forces are in eV/Å.

# 5
Formula: C13H16N
Source: the Open Molecules 2025 dataset
Level of theory: ωB97M-V with the def2-TZVPD basis set

SMILES	CC1=[N+](C)[C@]12CCc1ccccc1C2
LUMO	-4.479	eV
energy relative to the best compared isomer or geometry (same formula, charge and spin)	59.8	kcal per mole
total charge	+1
HOMO-LUMO gap	0.278	hartree

Geometry as XYZ:
```
30
Properties=species:S:1:pos:R:3:forces:R:3
C -3.7405 -1.0387 0.0061 1.17 -0.95 -1.01
C -3.6943 0.2992 0.2652 0.75 1.00 -0.55
C -2.6143 -1.6758 -0.5338 -1.18 -0.42 0.99
C -2.5626 1.0976 0.0148 0.64 -2.30 0.44
C -1.4634 -0.9749 -0.6862 0.22 0.22 -1.30
C -1.4345 0.3958 -0.5005 -0.45 1.99 1.22
C 2.4729 0.8338 -0.0733 -4.93 -1.44 4.63
C -0.2358 -1.5833 -1.2442 1.67 -1.35 0.59
C -0.1174 1.0856 -0.7100 1.97 0.72 2.00
C 0.9650 -1.2948 -0.2610 0.22 -0.02 -3.12
C 1.1027 0.2634 -0.1520 -2.06 -2.67 -2.88
C 3.6618 1.2609 -0.5800 4.94 -0.80 -4.08
C 1.5251 0.5859 2.3631 -2.81 -0.30 4.11
N 1.7279 0.6786 0.9964 4.19 1.43 -0.84
H -4.6015 -1.6398 0.1566 -0.83 -0.13 0.22
H -4.5678 0.7888 0.5712 -1.12 0.57 0.78
H -2.6147 -2.7343 -0.7667 -0.17 0.02 0.06
H -2.5464 2.0802 0.4850 0.23 0.09 -0.84
H -0.2666 -2.7326 -1.3875 -0.28 2.06 -0.11
H 0.0269 -1.0219 -2.1613 -0.12 -0.86 -0.02
H 0.2347 1.2429 -1.7075 -0.61 0.28 -1.15
H -0.0246 2.0881 -0.1707 -0.50 -1.10 -0.82
H 0.7984 -1.6987 0.6841 -0.75 -0.52 1.86
H 1.8227 -1.9659 -0.6292 -0.53 1.79 0.28
H 4.6699 0.6983 -0.3026 -2.31 0.87 -0.01
H 3.8529 2.3030 -0.3549 -0.02 0.34 -0.07
H 3.5762 1.0613 -1.7441 0.45 0.90 2.20
H 0.9056 1.4817 2.7313 1.10 -1.01 -0.57
H 2.3377 0.3946 3.0943 0.18 0.54 -1.22
H 0.8043 -0.2789 2.5973 0.94 1.05 -0.80
```
Forces are in eV/Å.

# 6
Formula: C36H39N3OPPdS
Source: the Open Molecules 2025 dataset
Level of theory: ωB97M-V with the def2-TZVPD basis set

LUMO (spin up / spin down)	1.792 / 1.795	eV
total charge	-1
HOMO-LUMO gap (spin up / spin down)	0.180 / 0.180	hartree

Geometry as XYZ:
```
82
Properties=species:S:1:pos:R:3:forces:R:3
Pd -0.7532 -0.0269 -0.2478 -0.44 0.37 -0.57
C -2.1714 -1.1373 4.5306 0.23 -0.09 -0.26
C -2.1814 -0.3528 3.2215 -0.15 0.25 -0.77
C -2.3314 1.1507 3.4411 -0.02 0.01 -0.17
P -0.7753 -0.5684 1.9841 0.81 -0.84 0.68
C -0.2350 -2.3609 2.1342 -0.15 0.23 -0.35
C -1.3273 -3.3065 1.6462 0.01 0.20 0.04
C 0.9723 -2.4862 1.2110 -0.04 0.11 -0.09
C 0.6479 0.3353 2.6573 -0.14 0.39 -0.70
C 0.9870 0.3537 3.9995 0.27 0.13 0.17
C 2.0770 1.0599 4.4801 -0.09 -0.17 0.23
C 2.4037 1.1014 5.9460 0.04 0.03 -0.13
C 2.8823 1.7241 3.5541 -0.18 -0.11 0.04
C 2.5883 1.7193 2.2154 0.09 0.06 -0.18
C 1.4359 1.0570 1.7090 0.02 -0.28 0.82
N 1.1235 1.0349 0.4162 -2.39 -1.12 -0.74
C 1.8228 1.7314 -0.5486 0.65 0.52 -0.84
C 1.8566 3.1372 -0.5980 -0.31 -0.36 0.11
C 1.0485 3.9541 0.3687 0.04 -0.08 0.01
C 2.6129 3.7623 -1.5768 0.22 -0.05 -0.14
C 3.3358 3.0429 -2.5163 -0.02 -0.06 0.02
C 4.1743 3.7252 -3.5570 -0.06 -0.02 -0.02
C 3.2359 1.6565 -2.5075 0.15 0.23 0.08
C 2.4901 0.9978 -1.5530 -0.21 -0.06 0.33
C 2.3359 -0.4909 -1.5690 -0.23 0.01 -0.02
H -3.1464 -1.0480 5.0132 -0.03 0.03 -0.03
H -1.4271 -0.7613 5.2262 0.05 0.03 0.08
H -1.9778 -2.1929 4.3557 0.00 -0.12 0.07
H -3.0560 -0.6928 2.6520 0.09 0.02 0.01
H -1.5218 1.5345 4.0603 0.03 0.04 0.02
H -3.2822 1.3899 3.9178 -0.06 -0.02 0.03
H -2.2861 1.6599 2.4746 -0.07 0.16 0.10
H 0.0595 -2.6041 3.1623 -0.10 0.29 0.00
H -1.5667 -3.0632 0.6086 -0.08 -0.11 0.04
H -2.2421 -3.2258 2.2303 -0.12 -0.05 0.01
H -0.9836 -4.3410 1.6860 0.03 -0.04 0.01
H 0.6426 -2.2479 0.1891 0.29 -0.16 0.16
H 1.3750 -3.4985 1.2276 0.00 -0.09 0.00
H 1.7562 -1.7868 1.4983 0.11 0.00 -0.09
H 0.3907 -0.2059 4.7023 -0.09 -0.08 0.13
H 1.6932 0.5041 6.5146 0.00 -0.03 0.10
H 2.3678 2.1259 6.3222 0.01 0.00 0.10
H 3.4084 0.7159 6.1273 0.03 -0.02 0.14
H 3.7625 2.2466 3.9133 0.04 0.05 -0.07
H 3.2456 2.2229 1.5200 -0.01 0.03 -0.06
H 0.2083 3.3665 0.7417 0.00 0.08 0.03
H 0.6676 4.8512 -0.1188 -0.01 0.03 0.00
H 1.6528 4.2632 1.2241 -0.04 0.00 0.10
H 2.6406 4.8444 -1.6059 0.00 0.13 0.01
H 4.2891 4.7846 -3.3373 0.04 0.08 -0.01
H 3.7147 3.6268 -4.5410 0.01 0.02 -0.09
H 5.1626 3.2681 -3.6061 0.07 0.04 -0.05
H 3.7507 1.0843 -3.2688 0.00 -0.08 -0.07
H 2.7854 -0.9222 -2.4607 -0.02 -0.03 -0.07
H 1.2579 -0.7306 -1.5490 0.47 -0.13 -0.14
H 2.7915 -0.9379 -0.6848 -0.03 -0.08 0.06
S -3.6726 -2.8602 -3.9985 0.24 0.20 0.23
C -3.8994 -2.9958 -2.2505 0.39 0.36 -0.71
C -4.7642 -4.0084 -1.8593 -0.07 -0.04 0.21
C -5.2208 -4.1082 -0.5619 -0.21 -0.18 0.11
C -4.8284 -3.1494 0.3715 -0.10 -0.04 -0.08
C -3.9498 -2.1630 0.0091 0.03 -0.07 -0.06
C -3.3895 -2.0754 -1.2910 -0.02 -0.21 0.72
N -2.4467 -1.1299 -1.4364 0.75 1.10 1.43
C -1.7336 -0.8102 -2.5247 0.30 -1.12 -2.56
C -0.6752 -0.5998 -4.5137 -0.05 0.34 0.22
C -0.1324 -0.6394 -5.8027 -0.14 -0.08 0.07
C 0.6733 0.3981 -6.2023 0.17 0.18 -0.08
C 0.9508 1.4724 -5.3397 0.23 0.19 -0.33
C 0.4342 1.5393 -4.0662 -0.23 -0.29 0.18
C -0.3806 0.4959 -3.6250 0.82 -0.13 -0.83
H -5.0842 -4.7139 -2.6142 0.00 -0.09 -0.01
H -5.8742 -4.9177 -0.2772 -0.13 -0.08 0.03
H -5.2251 -3.1833 1.3788 0.03 0.00 0.07
H -3.6155 -1.4101 0.7129 -0.05 -0.03 0.00
H -0.3484 -1.4767 -6.4531 -0.02 -0.01 -0.08
H 1.0981 0.4025 -7.1996 0.03 -0.03 0.00
H 1.5946 2.2668 -5.6933 0.04 0.11 -0.03
H 0.6456 2.3692 -3.4112 0.08 0.16 0.11
O -2.0001 -2.6577 -4.1560 -0.59 -0.79 -0.22
C -1.5366 -1.4359 -3.7923 0.08 0.94 1.94
N -1.0078 0.3471 -2.4396 -0.27 0.31 1.61
```
Forces are in eV/Å.

- Which value of total charge does entry 4 give?
  0